The following is a DFT calculation (the ωB97M-V functional and the def2-TZVPD basis) of a molecular structure, C44H54BeIN2O2SbSi.

Each line ends with the Mulliken charge.
Positions of all 106 atoms, in Å:
Be  0.056  -0.225  1.444  -1.065
C  -2.836  -3.071  -0.118  -0.857
C  -2.690  -2.850  1.352  0.255
N  -3.558  -3.408  2.157  -0.670
C  -3.457  -3.225  3.486  -1.301
C  -2.437  -2.525  4.077  1.026
C  -2.372  -2.386  5.578  -1.125
O  -1.966  -1.096  6.008  -0.466
C  -1.478  -1.925  3.233  -0.008
C  -0.269  -1.354  3.766  -0.267
N  0.525  -0.629  3.060  0.723
C  1.775  -0.242  3.599  -0.883
C  1.935  0.144  4.924  -0.182
C  3.182  0.522  5.386  -0.847
C  4.277  0.526  4.532  -0.704
C  4.125  0.154  3.204  -0.575
C  2.873  -0.220  2.747  0.737
I  2.565  -0.802  0.760  0.278
C  -1.632  -2.020  1.840  1.176
O  -0.862  -1.398  0.996  -0.404
H  -3.879  -2.967  -0.405  0.387
H  -2.517  -4.082  -0.376  0.342
H  -2.225  -2.364  -0.671  -0.133
H  -4.243  -3.669  4.084  0.351
H  -1.640  -3.078  6.005  0.333
H  -3.348  -2.650  6.000  0.409
H  -2.632  -0.456  5.737  0.307
H  0.010  -1.605  4.786  0.718
H  1.070  0.196  5.570  0.551
H  3.295  0.836  6.414  0.433
H  5.248  0.827  4.894  0.409
H  4.970  0.161  2.531  0.447
C  -1.270  0.136  -4.168  -1.797
C  -0.563  -1.199  -4.383  1.951
C  -1.545  -2.299  -3.993  -1.896
C  -0.233  -1.362  -5.862  -1.757
Sb  1.112  -1.226  -2.914  1.018
C  2.715  0.029  -3.824  1.948
C  2.446  0.479  -5.251  -1.854
C  2.777  1.265  -2.928  -1.767
C  4.070  -0.660  -3.790  -1.896
C  1.824  -3.327  -3.004  1.597
C  1.861  -3.947  -4.394  -1.760
C  0.859  -4.103  -2.101  -1.817
C  3.206  -3.456  -2.365  -1.785
H  -2.147  0.194  -4.819  0.506
H  -0.632  0.989  -4.400  0.277
H  -1.620  0.238  -3.142  0.276
H  -2.475  -2.154  -4.551  0.584
H  -1.795  -2.273  -2.934  0.185
H  -1.175  -3.292  -4.240  0.315
H  -1.170  -1.501  -6.412  0.492
H  0.395  -2.225  -6.068  0.194
H  0.249  -0.484  -6.277  0.365
H  1.503  1.012  -5.347  0.257
H  2.450  -0.353  -5.952  0.363
H  3.238  1.171  -5.558  0.538
H  1.837  1.817  -2.911  0.278
H  3.552  1.942  -3.297  0.502
H  3.024  1.011  -1.896  0.240
H  4.110  -1.526  -4.449  0.334
H  4.349  -0.974  -2.785  0.310
H  4.831  0.048  -4.130  0.530
H  0.868  -4.031  -4.832  0.283
H  2.274  -4.959  -4.334  0.508
H  2.489  -3.377  -5.080  0.256
H  -0.169  -4.075  -2.442  0.366
H  0.875  -3.718  -1.080  0.296
H  1.165  -5.153  -2.064  0.500
H  4.006  -3.126  -3.022  0.353
H  3.386  -4.510  -2.133  0.535
H  3.285  -2.907  -1.425  0.154
C  0.814  5.281  -1.650  -0.666
C  0.998  5.428  -0.285  -0.680
C  0.580  4.434  0.589  -0.440
C  -0.022  3.265  0.125  0.491
C  -0.181  3.135  -1.255  -0.810
C  0.218  4.127  -2.135  -0.528
Si  -0.679  1.903  1.268  1.868
C  -0.568  2.681  3.006  0.168
C  -1.661  3.247  3.664  -0.553
C  -1.526  3.848  4.907  -0.773
C  -0.286  3.906  5.523  -0.704
C  0.818  3.359  4.886  -0.703
C  0.668  2.754  3.648  -0.400
C  -2.547  1.828  0.913  0.299
C  -3.308  0.879  1.599  -0.193
C  -4.672  0.750  1.407  -0.711
C  -5.322  1.583  0.505  -0.642
C  -4.592  2.541  -0.178  -0.733
C  -3.225  2.661  0.027  -0.532
H  1.129  6.061  -2.330  0.373
H  1.460  6.325  0.105  0.418
H  0.718  4.582  1.652  0.310
H  -0.636  2.239  -1.648  0.818
H  0.069  3.998  -3.200  0.462
H  -2.637  3.218  3.198  0.431
H  -2.391  4.280  5.393  0.422
H  -0.179  4.378  6.490  0.393
H  1.793  3.403  5.353  0.463
H  1.547  2.341  3.162  0.686
H  -2.823  0.223  2.319  0.416
H  -5.227  -0.004  1.951  0.455
H  -6.385  1.485  0.339  0.375
H  -5.088  3.203  -0.876  0.420
H  -2.683  3.426  -0.515  0.426

**Strongest force on any atom**: 0.411 eV/A
**Kohn-Sham gap**: 6.8056 eV
**HOMO energy**: -7.429 eV
**DFT total energy**: -2811.2897 Eh
**Energy relative to the best compared isomer or geometry (same formula, charge and spin)**: 0.0 kcal per mole

The following is a DFT calculation (the ωB97M-V functional and the def2-TZVPD basis) of a molecular structure, C44H54HfI2N7O2Te at a distorted geometry.

Each line ends with the Mulliken charge.
Positions of all 111 atoms, in Å:
Hf  1.101  -2.041  0.359  1.621
C  2.538  -2.820  3.301  -0.822
C  3.029  -1.434  2.894  -1.027
N  1.992  -0.721  2.132  -0.518
C  0.888  -0.263  2.978  -1.183
C  -0.188  -1.306  3.156  0.677
C  -1.063  -1.221  4.231  -0.854
C  -2.110  -2.125  4.317  -0.831
C  -2.221  -3.103  3.344  -1.254
C  -1.269  -3.165  2.335  1.009
C  -1.322  -4.272  1.309  -2.092
N  -0.061  -4.413  0.559  -0.094
C  0.809  -5.414  1.211  -1.068
C  1.479  -4.825  2.448  -0.863
N  2.061  -3.525  2.108  0.040
N  -0.283  -2.271  2.235  1.529
H  3.360  -3.363  3.786  0.616
H  1.716  -2.750  4.020  0.371
H  3.324  -0.877  3.793  0.597
H  3.903  -1.547  2.249  0.384
H  2.434  0.096  1.710  0.343
H  1.248  0.051  3.967  0.723
H  0.412  0.608  2.500  -0.203
H  -0.923  -0.462  4.982  0.602
H  -2.815  -2.067  5.129  0.524
H  -3.023  -3.820  3.372  0.626
H  -1.580  -5.207  1.826  0.620
H  -2.143  -4.061  0.618  0.463
H  -0.305  -4.792  -0.357  0.422
H  0.243  -6.312  1.491  0.558
H  1.589  -5.729  0.516  0.343
H  0.755  -4.677  3.253  0.354
H  2.239  -5.533  2.796  0.606
H  2.891  -3.691  1.530  -0.251
I  6.882  -1.991  -4.955  0.129
C  5.623  -1.989  -3.254  -0.797
C  5.754  -2.975  -2.289  -0.235
C  4.884  -2.968  -1.222  0.124
I  4.990  -4.495  0.232  0.038
C  3.907  -1.985  -1.021  -1.047
O  3.112  -2.033  0.036  0.199
C  3.840  -0.967  -1.992  1.041
C  2.886  0.175  -1.780  -1.524
N  1.530  -0.296  -1.479  1.053
C  0.865  -0.825  -2.671  -0.521
C  1.235  -2.267  -2.890  0.431
C  1.442  -2.751  -4.174  -1.124
C  1.887  -4.050  -4.358  -0.758
C  2.166  -4.805  -3.223  -1.166
C  1.868  -4.275  -1.987  0.066
N  1.358  -3.045  -1.796  0.485
C  4.668  -0.997  -3.102  -0.420
H  6.525  -3.726  -2.367  0.477
H  2.893  0.816  -2.671  0.357
H  3.232  0.782  -0.937  0.484
H  0.981  0.502  -1.140  -0.891
H  1.131  -0.241  -3.563  0.680
H  -0.217  -0.738  -2.534  0.288
H  1.270  -2.108  -5.024  0.568
H  2.022  -4.458  -5.346  0.487
H  2.591  -5.793  -3.296  0.534
H  2.064  -4.855  -1.097  -0.125
H  4.567  -0.227  -3.851  0.515
C  -2.091  -1.965  -1.041  -1.448
C  -1.434  -0.684  -0.510  0.927
O  -2.054  0.372  -0.879  -0.563
N  -0.385  -0.675  0.218  0.219
Te  -0.866  2.180  0.123  0.518
C  -0.424  4.182  -0.623  -0.544
C  0.085  4.398  -1.901  1.569
C  0.325  3.288  -2.884  -1.579
C  0.357  5.698  -2.314  -0.938
C  0.117  6.782  -1.484  0.650
C  0.405  8.183  -1.915  -1.629
C  -0.398  6.538  -0.217  -0.941
C  -0.675  5.257  0.232  0.902
C  -1.229  5.071  1.609  -1.477
C  -2.927  2.586  0.501  0.672
C  -3.740  3.100  -0.506  0.920
C  -3.196  3.446  -1.855  -1.460
C  -5.093  3.270  -0.242  -1.081
C  -5.645  2.924  0.982  0.641
C  -7.106  3.083  1.255  -1.615
C  -4.810  2.393  1.960  -1.040
C  -3.454  2.214  1.738  0.612
C  -2.580  1.620  2.806  -0.871
H  -2.565  -1.738  -1.994  0.576
H  -2.881  -2.246  -0.345  0.341
H  -1.358  -2.768  -1.154  0.268
H  -0.030  2.331  -2.489  -0.215
H  1.387  3.213  -3.119  0.526
H  -0.208  3.494  -3.811  0.457
H  0.741  5.859  -3.311  0.411
H  0.699  8.223  -2.960  0.367
H  1.210  8.594  -1.306  0.349
H  -0.470  8.815  -1.772  0.377
H  -0.598  7.373  0.438  0.497
H  -1.039  5.953  2.213  0.550
H  -0.774  4.207  2.098  0.100
H  -2.306  4.912  1.576  0.319
H  -2.515  2.665  -2.195  0.106
H  -2.652  4.389  -1.809  0.297
H  -3.994  3.551  -2.585  0.507
H  -5.730  3.672  -1.018  0.411
H  -7.637  3.437  0.378  0.384
H  -7.275  3.790  2.065  0.342
H  -7.537  2.132  1.561  0.369
H  -5.238  2.117  2.913  0.487
H  -3.187  1.178  3.591  0.457
H  -1.947  2.388  3.257  0.326
H  -1.944  0.842  2.377  -0.366

**Strongest force on any atom**: 1.411 eV/A
**Multiplicity**: 2
**Net charge**: +2
**Kohn-Sham gap (alpha / beta)**: 7.2147 / 6.6903 eV
**HOMO energy (alpha / beta)**: -12.026 / -12.481 eV
**DFT total energy**: -3153.9598 Eh
**Energy relative to the best compared isomer or geometry (same formula, charge and spin)**: 0.0 kcal per mole